# 1
The following is a quantum chemistry calculation of a molecular structure, C13H30O13Zr, from the Open Molecules 2025 dataset.

Geometry as XYZ:
```
57
Properties=species:S:1:pos:R:3:forces:R:3:mulliken_charge:R:1
Zr 1.223706 0.275927 0.261852 3.4 -1.1 0.1 2.36
C 0.891356 -2.203063 2.479630 -0.1 0.5 0.9 -1.05
O 0.474282 -1.102468 1.743647 0.4 1.6 -1.4 -0.01
H 1.038224 -3.093526 1.866626 0.3 -0.1 0.0 0.19
H 1.762215 -1.945169 3.098492 0.5 -0.3 -0.5 0.25
H 0.177090 -2.462526 3.281185 -0.4 0.0 -0.4 0.24
C 2.915122 1.700528 2.859434 0.1 -0.1 -0.7 -0.81
O 2.649769 1.302770 1.551702 -1.8 -1.1 -1.8 -0.81
H 3.207293 2.759020 2.881181 -0.1 0.1 0.1 0.28
H 2.047896 1.558351 3.517515 0.1 0.0 0.2 0.19
H 3.781432 1.141336 3.231913 -0.2 -0.1 0.3 0.29
C 3.946378 -1.655926 -0.843222 0.0 -0.3 -0.4 -1.01
O 2.859062 -0.874737 -0.537518 -2.4 1.6 1.3 -0.82
H 3.870904 -2.692805 -0.481246 -0.2 0.1 0.3 0.29
H 4.034150 -1.767819 -1.934842 0.2 0.2 0.0 0.28
H 4.894640 -1.262979 -0.459835 0.0 0.2 0.0 0.29
C 1.049259 2.135423 -2.688828 0.2 0.3 0.2 -1.00
O 0.905361 1.552334 -1.449091 0.0 -1.4 1.8 -0.45
H 1.012844 1.428631 -3.530255 0.1 -0.1 0.1 0.19
H 0.264092 2.883830 -2.890345 -0.1 0.0 0.1 0.25
H 2.004140 2.677477 -2.730564 0.0 -0.1 -0.3 0.30
C -0.481631 -4.705973 -1.834515 -0.4 -1.4 -0.7 -0.77
O -0.018869 -3.563124 -1.172583 0.8 0.3 0.9 -0.38
C -0.019835 -2.370508 -1.742014 -0.5 -0.4 0.0 0.40
O 0.257058 -1.373777 -1.147360 0.2 0.6 0.2 0.21
O -0.434881 -2.405636 -2.990857 -0.6 -0.4 -0.3 -0.43
C -0.694011 -1.162996 -3.633219 0.6 0.7 -0.5 -0.43
H -0.211511 -5.601117 -1.269734 0.1 0.5 0.4 0.26
H -0.016210 -4.876092 -2.808646 -0.2 0.5 -0.1 0.31
H -1.574315 -4.706995 -1.890588 0.1 0.2 -0.3 0.29
H -1.049652 -1.420374 -4.625594 0.0 0.0 0.0 0.33
H 0.231328 -0.591931 -3.698283 0.0 0.0 -0.1 0.15
H -1.422533 -0.516144 -3.145053 -0.1 -0.4 0.4 0.08
C 0.250553 4.304710 0.430570 -0.1 0.4 -2.0 -0.52
O -0.208726 3.980324 1.718493 -0.1 0.0 0.7 -0.45
C -0.387914 2.688662 1.984798 0.6 1.9 -0.1 0.61
O -0.058637 1.820274 1.226803 -0.1 -1.0 -0.3 0.64
O -0.921454 2.585560 3.157768 -0.9 -0.4 0.6 -0.45
C -1.310896 1.271865 3.637154 1.0 0.2 -0.1 -0.44
H -0.414117 3.874902 -0.327733 0.2 -0.3 0.1 0.07
H 1.273414 4.023304 0.176805 0.0 -0.4 0.5 0.23
H 0.181828 5.379842 0.258896 -0.1 0.0 0.7 0.33
H -2.165914 0.871193 3.099683 -0.1 0.2 -0.1 0.21
H -1.511824 1.468932 4.683515 -0.2 -0.3 0.0 0.30
H -0.458797 0.604647 3.500953 -0.1 -0.2 0.1 0.08
C -2.908499 -2.058480 0.885463 0.2 0.5 0.2 -0.24
O -3.555338 -0.950924 0.230948 -0.8 -0.6 0.0 -0.46
C -2.793482 0.034473 -0.179128 -0.3 1.3 0.6 0.57
O -1.614476 0.162276 0.012287 0.2 -0.3 -0.5 -0.08
O -3.590843 0.981610 -0.717960 0.2 -0.8 -0.6 -0.44
C -2.892795 2.015158 -1.429175 0.2 0.1 0.5 -0.36
H -3.673671 -2.781452 1.148460 -0.1 0.0 -0.4 0.28
H -2.471981 -1.722090 1.825939 0.4 0.0 -0.2 0.18
H -2.159976 -2.436688 0.194482 0.2 -0.3 0.4 -0.04
H -2.490846 2.686586 -0.670233 0.1 0.3 -0.3 0.15
H -3.611740 2.506303 -2.076608 -0.2 0.0 0.2 0.33
H -2.078042 1.629096 -2.041186 0.1 -0.1 0.2 0.04
```
Forces are in eV/Å.

Calculated values
Max |F|, eV/A: 3.532
Gap between HOMO and LUMO, eV: 8.57
Molecular weight, u: 485.6
Multiplicity: 1
Total charge: 0
E_LUMO, eV: 0.434
DFT total energy, Ha: -1538.59272
Energy relative to the best compared isomer or geometry (same formula, charge and spin), kcal per mole: 24.95

***

# 2
The following is a quantum chemistry calculation of a molecular structure, C13H31ClN3O5Zn, from the Open Molecules 2025 dataset.

Geometry as XYZ:
```
54
Properties=species:S:1:pos:R:3:forces:R:3:mulliken_charge:R:1
Zn -2.073072 -2.990690 2.440511 1.4 2.3 -0.6 0.51
Cl -0.439033 -2.728287 0.965133 -0.9 -0.9 0.6 0.04
C -1.849164 -0.355129 -1.395676 -0.2 -0.4 0.2 -0.27
O -1.760662 1.028505 -1.567496 0.2 0.2 0.1 -0.23
C -2.992316 1.612777 -1.928131 -1.0 -0.2 0.8 -0.64
C -2.812430 3.022121 -2.408740 0.4 0.4 -0.5 -0.55
O -1.950709 3.002180 -3.521592 -0.1 0.0 0.2 -0.30
C -1.714615 4.284030 -4.073934 0.2 -0.4 -0.1 -0.75
H -2.642384 -0.688358 -0.701794 -0.3 0.4 -0.1 0.26
H -0.943272 -0.715070 -0.908293 0.3 0.1 -0.5 -0.32
H -2.022724 -0.843035 -2.359410 0.2 -0.2 0.1 0.47
H -3.618208 1.611945 -1.019112 -0.1 0.3 -0.1 0.36
H -3.580937 1.016494 -2.635215 0.5 -0.1 -0.3 0.51
H -2.414697 3.652452 -1.598722 0.2 0.0 -0.1 0.27
H -3.755913 3.479992 -2.732395 -0.3 -0.3 0.3 0.40
H -1.339323 4.967093 -3.305390 0.1 0.0 -0.1 0.32
H -2.592640 4.738775 -4.546518 -0.2 -0.2 0.1 0.29
H -0.973811 4.090265 -4.845949 0.1 0.4 0.0 0.24
C 4.069268 -3.567180 0.051858 -0.2 0.6 0.1 -1.02
C 3.319728 -3.149322 -1.193504 0.3 -0.3 -0.2 0.81
O 3.879224 -2.606194 -2.124662 0.0 0.0 0.0 -0.62
N 1.990446 -3.469376 -1.236453 0.0 0.2 -0.3 -0.10
C 1.214543 -3.279092 -2.455346 -0.7 0.4 1.0 -0.75
H 4.128273 -2.668771 0.674995 0.0 -0.2 0.2 0.16
H 5.090953 -3.823987 -0.210363 0.0 -0.1 -0.1 0.34
H 3.584264 -4.379989 0.587421 0.0 0.0 0.1 0.32
H 1.474725 -3.587426 -0.383244 0.2 -0.4 0.1 0.09
H 1.882807 -3.200272 -3.302182 -0.1 -0.1 -0.1 0.34
H 0.591787 -2.380874 -2.367122 0.3 0.2 -0.3 0.15
H 0.484517 -4.086867 -2.512758 0.3 -0.3 -0.4 0.32
C 1.906308 -0.564377 3.347351 -0.4 0.2 -0.4 -0.73
C 2.426030 0.167717 2.121051 0.9 -0.6 0.3 0.55
O 3.268524 1.033294 2.225602 -0.2 0.4 -0.1 -0.64
N 1.960501 -0.259936 0.919689 -0.3 0.2 -0.5 0.50
C 2.421406 0.254944 -0.373101 -0.3 -1.0 -0.1 -1.08
H 2.666432 -1.190127 3.809496 0.2 0.1 -0.2 0.35
H 1.058506 -1.195932 3.070482 -0.1 0.0 0.3 0.00
H 1.636039 0.212831 4.061378 -0.2 -0.2 0.1 0.28
H 1.440682 -1.116082 0.860753 0.0 0.0 0.3 -0.16
H 2.062506 -0.485902 -1.091781 0.1 0.2 -0.2 0.28
H 3.505302 0.232829 -0.450942 0.0 0.5 0.1 0.33
H 1.957372 1.202500 -0.634737 0.3 0.2 0.2 0.31
C -2.267555 1.073303 4.066212 0.4 0.3 0.2 -1.32
C -1.822226 0.144490 2.984636 -1.0 0.6 -0.7 0.98
O -2.131168 -1.083679 3.048009 -0.4 -1.7 0.6 -0.43
N -1.245157 0.624164 1.904226 0.2 -0.4 0.5 0.50
C -0.844526 2.006016 1.636387 0.0 0.0 0.5 -0.88
H -1.474978 1.801253 4.238715 0.0 -0.1 0.3 0.43
H -2.506295 0.543113 4.982077 0.1 -0.1 0.0 0.37
H -3.144473 1.662771 3.793752 -0.1 -0.2 -0.3 0.34
H -0.838461 -0.097594 1.318923 -0.1 0.2 -0.3 -0.47
H 0.225314 2.077224 1.829951 0.1 0.2 -0.5 0.32
H -1.328198 2.704345 2.313660 -0.2 -0.2 0.1 0.47
H -1.166485 2.266144 0.632294 0.4 -0.1 -0.2 0.06
```
Forces are in eV/Å.

Calculated values
Max |F|, eV/A: 2.795
Gap between HOMO and LUMO, eV: 4.40
Molecular weight, u: 410.2
Multiplicity: 1
Total charge: +1
E_LUMO, eV: -7.217
DFT total energy, Ha: -3293.67213
Energy relative to the best compared isomer or geometry (same formula, charge and spin), kcal per mole: 120.73